Computed, not measured: a molecular structure, C5H9NO2S2, with wB97M-V/def2-TZVPD.

```
19
Properties=species:S:1:pos:R:3:forces:R:3:nbo_charge:R:1
C 2.6475 -0.6994 0.0224 -0.0514 -0.0786 -0.0229 0.1382
C 1.7676 0.2201 0.8505 -0.0561 -0.0176 0.0688 -0.5147
C 1.0055 1.1721 -0.0383 -0.0714 0.2411 -0.2349 -0.1879
C -0.3182 1.1885 -0.1408 1.2740 0.6066 0.5124 -0.3533
C -3.7847 -0.7086 -0.1449 0.1830 -0.4171 0.2047 0.5070
H 4.4463 -0.6843 -0.9337 -0.1264 0.0646 0.0904 0.4104
H 4.1014 0.7662 -0.0421 -0.1154 -0.2117 -0.0515 0.3918
H 2.3952 0.7868 1.5536 -0.0547 -0.0758 -0.0931 0.2124
H 1.0739 -0.3915 1.4295 0.0774 0.0678 -0.0822 0.2436
H 1.6033 1.8650 -0.6316 -0.0048 -0.1432 0.0082 0.1896
H -0.9387 0.5024 0.4251 1.2317 1.5547 0.0544 0.1745
H -0.8277 1.8837 -0.7994 -0.0180 -0.0294 -0.0011 0.1898
H -3.6657 0.7029 -1.3430 -0.0885 -0.0920 0.0340 0.5084
H -4.2627 -2.1010 0.9867 -0.0511 0.0912 -0.1247 0.5112
N 3.8166 -0.1530 -0.3502 0.1532 0.0734 -0.0216 -0.7756
O -4.3658 0.1502 -0.9633 0.1127 0.0895 -0.1009 -0.6375
O -4.7125 -1.4811 0.3918 -0.1266 -0.0194 0.1958 -0.6396
S 2.1859 -2.2162 -0.4291 0.0634 0.2586 0.0884 -0.1605
S -2.1672 -0.8027 0.1568 -2.3312 -1.9627 -0.5243 -0.2078
```
Positions in Å, forces in eV/Å.

Summary:
Orbital gap, eV: 8.671
ΔE to the lowest compared entry with this formula, charge and spin, kJ/mol: 105.1
Calculated total energy, hartree: -1197.4793
Max |F|, hartree/bohr: 0.06013
Multiplicity: 1

Computed, not measured: 2 unconnected molecules or ions with the total composition C9H11N3O3, with wB97M-V/def2-TZVPD.

```
26
Properties=species:S:1:pos:R:3:forces:R:3:nbo_charge:R:1
C -0.7551 0.2608 1.6813 1.7133 -0.7193 -2.9196 -0.3634
C -1.9145 -0.3984 1.8979 -1.3611 -0.3475 1.8662 0.0194
C -1.6705 -1.7683 0.2280 -2.4008 -2.7446 -0.0326 -0.0113
C 0.1156 -0.2374 0.6427 -0.9829 -2.2151 1.2612 0.1772
C -0.4509 -1.3497 -0.1146 0.7651 1.8592 0.0988 0.1613
C -2.7518 1.9259 -0.2445 -0.4617 1.2997 1.5873 1.0348
C 1.4053 -1.6361 -1.4528 0.8708 -0.7467 -1.8049 -0.1149
C 1.6693 -0.1738 -1.4482 -0.2373 -0.6501 3.1329 0.1944
C 1.8006 1.2479 1.1533 2.0034 0.5773 1.9640 -0.4530
N -2.4203 -1.4566 1.3248 1.0887 -0.2927 -2.7427 -0.4369
N 0.8373 0.6335 -2.1006 -1.7679 -0.3527 -1.6063 -0.7981
N 1.4408 0.0028 0.5790 -0.4002 0.5383 -3.0889 -0.5054
O -3.3107 2.5137 0.5675 -1.0627 0.4158 0.9112 -0.5133
O -2.1054 1.4356 -1.0328 1.4774 -1.6950 -2.5751 -0.5219
O 0.0746 -1.9601 -1.2700 -0.8780 0.8813 1.3090 -0.4914
H -0.5185 1.1202 2.2342 0.4321 0.7898 0.7869 0.2214
H -2.4933 -0.1799 2.7457 -0.6068 1.1107 1.2785 0.1849
H -2.0436 -2.5879 -0.4224 -0.0210 0.4695 0.5540 0.1918
H 1.5921 -1.9099 -2.5382 0.3009 -0.3494 1.1943 0.2005
H 2.0249 -2.1869 -0.7043 -0.0541 0.6008 -0.8928 0.2161
H 2.7093 0.0164 -1.4433 0.9307 0.7098 0.1494 0.2019
H 1.1857 2.1419 1.0299 -0.1694 0.0330 -0.8999 0.1748
H 1.8211 1.1954 2.2693 -0.2071 -0.4275 -0.3862 0.2019
H 2.8743 1.4378 0.9722 -0.5156 0.2848 -0.4201 0.2030
H -0.0288 0.3009 -2.6103 1.5043 0.4094 1.5052 0.4231
H 0.9126 1.6123 -1.9438 0.0397 0.5613 -0.2296 0.4029
```
Positions in Å, forces in eV/Å.

Summary:
Orbital gap, eV: 8.097
ΔE to the lowest compared entry with this formula, charge and spin, kJ/mol: 0.0
Calculated total energy, hartree: -739.4684
Max |F|, hartree/bohr: 0.07091
Multiplicity: 1

Computed, not measured: 2 unconnected molecules or ions with the total composition C2H3N2O2, with wB97M-V/def2-TZVPD.

```
9
Properties=species:S:1:pos:R:3:forces:R:3:nbo_charge:R:1
C 0.5069 0.2325 0.0719 1.9542 2.4201 0.5339 -0.0073
C 0.5032 -1.1218 -0.4344 -0.3394 -1.9842 -1.7366 0.3405
N 0.6538 0.6194 1.3051 -0.3917 -2.5850 0.3889 -0.7794
N -2.2515 0.6961 0.2955 0.6372 -0.1445 -0.3560 -0.1063
O -1.4129 0.5113 -0.5492 -2.2054 0.1960 -0.2278 -0.3675
O 0.1170 -2.1744 0.0531 0.1772 0.3235 1.0167 -0.5899
H 0.6565 0.9518 -0.7603 -0.0031 -0.2964 0.1664 0.1192
H 0.7628 -1.2750 -1.5511 0.0261 1.0773 0.9134 0.0632
H 0.4642 1.5600 1.5695 0.1450 0.9932 -0.6988 0.3276
```
Positions in Å, forces in eV/Å.

Summary:
Orbital gap (alpha / beta), eV: 6.012 / 6.922
ΔE to the lowest compared entry with this formula, charge and spin, kJ/mol: 375.7
Total charge: -1
Calculated total energy, hartree: -337.8663
Max |F|, hartree/bohr: 0.06138
Multiplicity: 1